1.
DFT (the ωB97M-V functional and the def2-TZVPD basis) results for a gas-phase ion, CCl2FO3S (charge -1) at a distorted geometry.

Properties
Strongest force on any atom (eV Å⁻¹): 2.9
Orbital gap (eV): 9.377
E_LUMO (eV): 3.486
HOMO level (eV): -5.89

ORCA input file:
```
! wB97M-V def2-TZVPD RIJCOSX def2/J DEFGRID3
* xyz -1 1
C -1.083 -0.069 -0.010
O 2.240 1.258 0.225
O 2.502 -1.145 0.290
O -0.071 -0.261 0.656
F -0.859 -0.040 -1.360
S 1.784 -0.036 -0.222
Cl -2.582 -1.260 0.256
Cl -1.931 1.553 0.166
*
```

2.
DFT (the ωB97M-V functional and the def2-TZVPD basis) results for a molecular structure, C41H33N5O2PPtS at a distorted geometry.

Properties
Strongest force on any atom (eV Å⁻¹): 3.2
Orbital gap (alpha / beta) (eV): 4.059 / 4.117
E_LUMO (alpha / beta) (eV): -11.662 / -11.610
HOMO level (alpha / beta) (eV): -15.72 / -15.73

ORCA input file:
```
! wB97M-V def2-TZVPD RIJCOSX def2/J DEFGRID3
* xyz 3 1
Pt 0.214 1.048 0.590
C 3.676 0.930 1.630
O 2.716 0.517 0.663
C 2.993 -0.556 -0.108
C 4.140 -1.335 0.038
C 4.399 -2.381 -0.827
C 3.508 -2.686 -1.858
C 2.352 -1.962 -1.991
C 2.056 -0.884 -1.132
N 0.916 -0.137 -1.314
N 0.165 -0.420 -2.287
C -0.975 0.036 -2.735
C -1.745 1.089 -2.030
O -1.261 1.736 -1.086
C -3.068 1.357 -2.513
C -3.562 0.772 -3.629
C -2.798 -0.167 -4.390
C -3.308 -0.744 -5.555
C -2.539 -1.621 -6.308
C -1.247 -1.949 -5.895
C -0.739 -1.418 -4.728
C -1.496 -0.522 -3.948
H 4.650 1.091 1.163
H 3.312 1.870 2.036
H 3.770 0.200 2.438
H 4.851 -1.118 0.818
H 5.294 -2.969 -0.697
H 3.726 -3.491 -2.544
H 1.628 -2.203 -2.753
H -3.629 2.098 -1.964
H -4.555 1.028 -3.974
H -4.309 -0.497 -5.877
H -2.935 -2.051 -7.215
H -0.642 -2.614 -6.493
H 0.260 -1.665 -4.406
N -1.467 -0.477 2.853
P -0.080 -0.952 1.994
C 0.484 -2.324 3.052
C -0.431 -3.368 3.212
C -0.098 -4.451 4.001
C 1.143 -4.509 4.619
C 2.049 -3.476 4.457
C 1.726 -2.379 3.672
C -0.741 -1.886 0.558
C 0.003 -2.944 0.039
C -0.486 -3.673 -1.030
C -1.712 -3.347 -1.591
C -2.442 -2.280 -1.092
C -1.953 -1.533 -0.033
C -2.070 0.746 2.745
C -3.139 1.095 3.583
C -3.728 2.331 3.434
C -3.248 3.194 2.451
C -2.195 2.784 1.662
N -1.616 1.591 1.814
H -1.789 -1.049 3.627
H -1.387 -3.330 2.709
H -0.805 -5.256 4.127
H 1.402 -5.367 5.219
H 3.011 -3.528 4.943
H 2.438 -1.577 3.552
H 0.947 -3.216 0.489
H 0.083 -4.503 -1.419
H -2.102 -3.930 -2.411
H -3.399 -2.030 -1.522
H -2.529 -0.708 0.361
H -3.490 0.394 4.322
H -4.549 2.626 4.071
H -3.679 4.170 2.313
H -1.790 3.420 0.888
S 2.080 4.523 -1.965
C 1.585 2.983 -1.414
N 1.242 2.892 -0.159
C 1.355 4.102 0.482
C 1.085 4.384 1.823
C 1.271 5.675 2.281
C 1.732 6.689 1.440
C 2.012 6.429 0.111
C 1.814 5.138 -0.360
H 1.588 2.152 -2.096
H 0.743 3.596 2.483
H 1.060 5.914 3.310
H 1.875 7.687 1.824
H 2.375 7.198 -0.552
*
```

3.
DFT (the ωB97M-V functional and the def2-TZVPD basis) results for 4 unconnected molecules or ions with the total composition C22H18FNO10S.

Properties
Strongest force on any atom (eV Å⁻¹): 0.3
Orbital gap (eV): 8.639
SMILES: [H]/N=C/C[C@]1(F)COS(=O)(=O)O1.O=C1C=CC(=O)C=C1.O=C1C=CC(=O)C=C1.O=C1C=CC(=O)C=C1
E_LUMO (eV): -1.491
HOMO level (eV): -10.13

ORCA input file:
```
! wB97M-V def2-TZVPD RIJCOSX def2/J DEFGRID3
* xyz 0 1
H -0.111 4.436 3.581
N -0.303 3.436 3.599
C -0.081 2.906 2.474
C -0.265 1.421 2.298
C -0.894 1.067 0.973
F -2.027 1.815 0.795
C -1.254 -0.407 0.782
O -1.112 -0.658 -0.628
S -0.365 0.507 -1.394
O -1.290 1.214 -2.201
O 0.844 0.016 -1.945
O -0.004 1.361 -0.082
H 0.261 3.461 1.597
H -0.899 1.045 3.101
H 0.706 0.924 2.360
H -2.283 -0.600 1.065
H -0.561 -1.062 1.306
O 1.601 4.207 6.726
C 1.050 3.380 7.422
C 0.093 2.402 6.844
C -0.511 1.502 7.615
C -0.255 1.432 9.075
O -0.804 0.608 9.773
C 0.703 2.412 9.650
C 1.308 3.315 8.883
H -0.075 2.485 5.776
H -1.217 0.778 7.227
H 0.871 2.340 10.717
H 2.010 4.040 9.275
O 5.296 -1.644 -2.547
C 4.561 -2.015 -3.436
C 5.028 -2.986 -4.461
C 4.221 -3.404 -5.432
C 2.820 -2.918 -5.533
O 2.084 -3.309 -6.415
C 2.360 -1.943 -4.515
C 3.165 -1.523 -3.542
H 6.051 -3.325 -4.362
H 4.533 -4.112 -6.190
H 1.337 -1.600 -4.608
H 2.838 -0.817 -2.792
O -3.405 -3.212 -3.077
C -3.350 -2.513 -4.067
C -2.890 -1.104 -3.989
C -2.829 -0.333 -5.071
C -3.225 -0.850 -6.405
O -3.181 -0.150 -7.393
C -3.682 -2.263 -6.484
C -3.740 -3.033 -5.402
H -2.610 -0.745 -3.009
H -2.491 0.695 -5.031
H -3.958 -2.615 -7.470
H -4.067 -4.065 -5.433
*
```

4.
DFT (the ωB97M-V functional and the def2-TZVPD basis) results for a single C5H6 molecule at a distorted geometry.

Properties
Strongest force on any atom (eV Å⁻¹): 2.3
Orbital gap (eV): 10.237
SMILES: C#CC1CC1
E_LUMO (eV): 1.209
HOMO level (eV): -9.03

ORCA input file:
```
! wB97M-V def2-TZVPD RIJCOSX def2/J DEFGRID3
* xyz 0 1
C 2.474 -0.396 -0.222
C 1.321 -0.120 -0.442
C -0.065 0.239 -0.621
C -1.124 -0.674 -0.075
C -0.952 0.623 0.603
H 3.500 -0.594 0.006
H -0.274 1.203 -1.036
H -2.037 -0.911 -0.609
H -0.696 -1.492 0.495
H -1.723 1.364 0.372
H -0.426 0.758 1.530
*
```

5.
DFT (the ωB97M-V functional and the def2-TZVPD basis) results for 2 unconnected molecules or ions with the total composition C4H10O3 at a distorted geometry.

Properties
Strongest force on any atom (eV Å⁻¹): 2.6
Orbital gap (eV): 11.243
SMILES: C1COCOC1.O
E_LUMO (eV): 0.890
HOMO level (eV): -10.35

ORCA input file:
```
! wB97M-V def2-TZVPD RIJCOSX def2/J DEFGRID3
* xyz 0 1
C -0.329 1.020 -1.087
C 0.000 0.000 0.000
O -1.047 -0.976 -0.069
C -1.160 -1.620 -1.297
O -1.485 -0.741 -2.283
C -0.548 0.295 -2.463
H -1.218 1.563 -0.715
H 0.513 1.738 -1.122
H 0.227 0.326 1.033
H 0.876 -0.563 -0.376
H -0.203 -2.129 -1.518
H -1.948 -2.395 -1.235
H 0.371 -0.121 -2.920
H -1.008 0.982 -3.199
O -2.164 -1.336 2.173
H -1.813 -1.651 3.037
H -1.371 -1.268 1.594
*
```

6.
DFT (the ωB97M-V functional and the def2-TZVPD basis) results for 9 unconnected molecules or ions with the total composition C24H38ClO28 at a distorted geometry.

Properties
Strongest force on any atom (eV Å⁻¹): 6.3
Orbital gap (alpha / beta) (eV): 10.377 / 3.750
E_LUMO (alpha / beta) (eV): -0.588 / -7.215
HOMO level (alpha / beta) (eV): -10.96 / -10.96

ORCA input file:
```
! wB97M-V def2-TZVPD RIJCOSX def2/J DEFGRID3
* xyz 0 2
Cl -1.276 -0.091 -0.701
O -2.202 0.743 0.047
O -1.398 -1.430 -0.105
O -1.372 -0.276 -2.056
O 0.020 0.599 -0.424
C -4.975 -1.618 1.441
C -5.278 -0.466 2.398
O -6.107 0.339 1.679
C -6.058 0.052 0.364
O -6.609 0.818 -0.473
O -5.387 -1.104 0.166
H -5.502 -2.553 1.633
H -3.919 -1.808 1.248
H -4.293 -0.037 2.580
H -5.796 -0.799 3.297
C 0.921 -3.248 -3.003
C 1.518 -2.912 -1.633
O 2.514 -3.809 -1.470
C 2.404 -4.711 -2.396
O 3.144 -5.684 -2.451
O 1.355 -4.540 -3.243
H 1.373 -2.607 -3.760
H -0.146 -3.036 -3.075
H 0.733 -2.988 -0.881
H 1.919 -1.898 -1.623
C -3.779 4.499 0.275
C -4.663 3.515 1.016
O -4.729 4.048 2.351
C -3.618 4.874 2.440
O -3.228 5.401 3.502
O -3.049 5.165 1.289
H -4.315 5.374 -0.094
H -3.126 4.151 -0.526
H -4.132 2.569 1.119
H -5.661 3.458 0.583
C 3.480 -2.070 1.553
C 2.365 -1.176 2.048
O 3.086 -0.410 2.982
C 4.308 -0.940 3.305
O 5.165 -0.533 4.088
O 4.463 -2.045 2.605
H 3.816 -1.736 0.571
H 3.204 -3.115 1.411
H 1.564 -1.734 2.533
H 1.866 -0.511 1.342
C -0.997 -0.787 3.440
C -0.604 0.738 3.535
O -0.269 0.845 4.851
C -0.115 -0.274 5.424
O 0.381 -0.360 6.502
O -0.338 -1.302 4.569
H -0.629 -1.142 2.477
H -2.058 -1.036 3.473
H -1.350 1.490 3.276
H 0.228 0.868 2.842
C -0.491 -8.575 -0.784
O -1.656 -7.931 -0.908
C -1.876 -6.639 -0.500
O -2.981 -6.143 -0.608
O -0.770 -6.058 0.114
C -0.838 -4.827 0.765
H -0.321 -8.696 0.285
H 0.280 -7.880 -1.117
H -0.655 -9.516 -1.309
H -1.001 -3.978 0.101
H -0.046 -4.593 1.477
H -1.729 -4.830 1.393
C 6.963 5.110 -0.923
O 6.235 3.815 -0.879
C 5.045 3.629 -1.340
O 4.387 4.473 -1.902
O 4.677 2.358 -0.987
C 3.396 1.923 -1.467
H 6.434 5.865 -0.341
H 7.234 5.558 -1.879
H 7.970 4.949 -0.538
H 3.518 1.165 -2.240
H 2.700 2.625 -1.928
H 2.755 1.383 -0.770
C 2.611 5.081 -5.103
O 1.318 4.412 -4.974
C 0.567 4.467 -3.749
O 0.887 5.147 -2.754
O -0.577 3.812 -3.875
C -1.278 3.478 -2.712
H 2.718 6.101 -4.735
H 2.714 5.143 -6.187
H 3.377 4.416 -4.702
H -0.867 2.531 -2.361
H -2.302 3.147 -2.887
H -1.246 4.317 -2.017
*
```

Number 5 is which compound?
C4H10O3